[1]
{
  "formula": "C33H31Cl5CrN3Sb2",
  "method": "ωB97M-V/def2-TZVPD",
  "species": ["C", "H", "H", "C", "Cl", "N", "C", "H", "H", "H", "H", "H", "C", "C", "H", "C", "C", "C", "H", "N", "H", "C", "Sb", "C", "H", "C", "H", "H", "Cl", "H", "H", "C", "C", "H", "H", "H", "H", "Cr", "C", "C", "C", "Cl", "C", "C", "Cl", "H", "H", "C", "C", "C", "C", "C", "C", "N", "H", "C", "H", "H", "C", "H", "C", "C", "H", "H", "C", "H", "C", "Cl", "H", "Sb", "C", "C", "C", "H", "H"],
  "xyz": [[2.4103, 6.6727, 1.2741], [5.2705, 0.2102, 2.3841], [0.7702, 2.1793, -4.3755], [3.6891, -0.1402, -0.2566], [-6.1516, -0.9418, -0.3747], [-0.3205, -1.1087, -2.3883], [4.3472, 2.8476, 0.8679], [2.5521, 4.6807, -2.1960], [1.9439, 7.6450, 1.3740], [-1.5105, 4.1945, -1.2886], [-0.1101, -0.3122, 4.0852], [-0.6812, 0.1088, -4.0033], [-0.0435, -3.1944, -4.1982], [-0.0341, -2.3587, -1.9599], [4.2895, 0.9491, 3.6698], [3.1426, 6.1310, 2.3194], [-0.8355, 1.6774, 3.7315], [-0.0802, -1.2673, 1.4899], [3.4990, 3.3115, -1.5987], [-0.0552, -1.3273, 0.1510], [3.8831, -0.6681, 3.0679], [-3.1445, 1.4231, -2.6839], [2.9868, 1.2076, 1.2896], [0.0972, -3.4172, -2.8391], [3.0594, -0.0712, -1.1433], [-0.4343, 0.4095, 3.3476], [0.8584, 3.9345, -4.1312], [-1.5841, 3.5666, 3.0135], [-7.0921, 0.8266, -2.7595], [0.4989, -4.5137, 2.1710], [-0.3206, 5.2012, -2.1389], [-3.6585, -0.0294, -0.9346], [2.8746, 4.7034, -0.0785], [3.2531, 6.6728, 3.2508], [3.6459, -1.1609, 0.1292], [2.3099, 2.9319, -3.9080], [1.7355, 6.3912, -0.7360], [-0.7134, 0.2304, -0.8483], [-2.6515, 0.6960, -1.5916], [-1.2546, 2.1565, 1.4421], [2.6668, 3.9781, -1.3704], [-3.1874, -1.0893, 0.3686], [-0.4482, -0.9035, -3.7013], [0.3022, -3.6631, 0.2141], [-2.0372, 2.2706, -3.7221], [-0.1656, 4.9428, -0.3862], [4.3666, 4.4979, 2.9582], [-0.4619, 4.4834, -1.3302], [-4.4895, 1.4822, -3.0550], [0.0973, -2.4921, -0.4906], [1.2277, 2.9684, -3.7830], [-0.4528, 0.0691, 2.0071], [-5.4350, 0.7708, -2.3276], [-0.8593, 0.9416, 1.0597], [0.1222, -2.3567, 3.3298], [3.6531, 4.1749, 0.9669], [-0.8231, 1.9651, 4.7750], [-0.4235, -1.6858, -5.6893], [-5.0107, -0.0105, -1.2612], [0.3024, -4.4100, -2.4620], [3.7597, 4.9023, 2.1540], [-0.3124, -1.9090, -4.6373], [4.7206, 0.0894, -0.5252], [0.0562, -4.0089, -4.9035], [2.2889, 5.9620, 0.0923], [0.4141, -4.6100, -0.2959], [-1.2543, 2.5690, 2.7591], [-4.9931, 2.4145, -4.4094], [4.7806, 2.6671, -0.1154], [0.8105, 2.7924, -1.6744], [0.3400, -3.6093, 1.5984], [0.1366, -2.4025, 2.2501], [4.2617, 0.3149, 2.7831], [5.1410, 2.7791, 1.6117], [-1.5950, 2.8132, 0.6513]],
  "charge": 1,
  "e_above_lowest_kcal_mol": 2.1,
  "s_squared": 6.028,
  "homo_ha": [-0.3675, -0.3823],
  "orbital_gap_ha": [0.2359, 0.2411],
  "spin_multiplicity": 5,
  "lumo_energy_ev": [-3.58, -3.84]
}

=====

[2]
{
  "formula": "C33H31F3MgN2PS",
  "method": "ωB97M-V/def2-TZVPD",
  "species": ["N", "H", "H", "H", "C", "P", "H", "H", "H", "C", "S", "H", "C", "F", "C", "H", "C", "H", "C", "C", "H", "C", "C", "C", "C", "C", "C", "H", "C", "C", "H", "C", "H", "H", "H", "Mg", "C", "C", "C", "F", "C", "H", "C", "C", "H", "C", "H", "H", "H", "C", "C", "C", "H", "N", "H", "H", "C", "C", "H", "C", "C", "C", "H", "H", "C", "H", "H", "H", "C", "F", "H", "H"],
  "xyz": [[-2.5119, -2.9961, -0.8555], [-1.7289, -0.0116, 1.6004], [-0.1784, 3.8950, -0.8527], [2.6792, -1.5357, -4.1981], [2.0595, -0.1921, 3.6731], [0.4387, 1.1716, 0.2438], [-1.2946, 3.1876, 3.7883], [-0.2976, 1.6576, 5.2341], [-3.2467, -0.4295, 0.7452], [-3.3376, -3.6903, -0.0063], [0.7335, -3.0388, 0.8335], [-3.8518, -4.3201, 1.9664], [-2.2801, 3.8690, -1.2498], [3.2558, -4.8747, 0.1843], [-1.0807, 2.0755, -0.1480], [1.1566, 3.9781, 1.8900], [-3.4500, 3.1156, -1.1484], [-2.3197, -1.4939, -3.2674], [0.2801, 1.2280, 4.4219], [-2.2643, 1.3171, 0.0000], [-2.1506, 1.9970, 2.7977], [2.2054, 3.7068, 1.7583], [-4.3291, -4.3370, -0.7169], [-2.9954, -3.2118, -2.1244], [-4.1086, -4.0257, -2.0905], [1.7179, 0.1189, 2.3672], [3.7957, 3.7093, -1.6807], [-5.1104, -4.9570, -0.2981], [1.7859, 2.2798, -0.3410], [2.3566, -1.8607, -3.2192], [1.5531, 0.1152, 5.7420], [-0.0565, 1.5759, 3.1119], [-4.3583, 1.3027, -0.4621], [4.2091, -2.7949, -2.6666], [3.3125, 2.4916, -3.3904], [-1.0980, -1.6353, -0.3131], [1.0930, -1.5831, -2.7611], [1.4426, -2.6568, -0.6954], [-3.4403, 1.8744, -0.5410], [4.0007, -2.9863, 0.8984], [3.1993, -2.5620, -2.3617], [-2.2853, 4.8455, -1.7167], [3.7166, -3.6864, -0.2078], [1.3270, 0.3662, 4.7119], [-1.0907, 3.1539, 2.0364], [3.4901, 3.9772, -0.3554], [-1.2967, -2.9243, -3.4331], [-4.6858, -4.3552, -2.9433], [2.8128, 4.5764, 2.0114], [-3.1137, -3.6833, 1.4755], [2.1123, 2.0187, -1.6768], [2.4887, 3.2894, 0.3353], [-4.3793, 3.5069, -1.5465], [0.6476, -1.9641, -1.5622], [-2.1200, -4.0581, 1.7411], [-3.2075, -2.6807, 1.9086], [-1.2061, 2.5348, 2.9181], [-2.2498, -0.0045, 0.6314], [-2.8656, -2.8566, -4.2315], [0.6870, 1.0134, 2.0622], [3.0932, 2.7229, -2.3555], [-1.1031, 3.3332, -0.7525], [1.5773, 1.2272, -2.1906], [2.2520, -0.3654, 1.5555], [2.7615, -2.9630, -1.1193], [0.3859, -1.0323, -3.3732], [2.8609, -0.8945, 3.8677], [4.5770, 4.2690, -2.1799], [-2.3321, -2.5909, -3.3174], [4.9067, -3.9193, -0.8108], [4.0356, 4.7542, 0.1694], [2.4180, 2.9164, 2.4799]],
  "charge": -1,
  "e_above_lowest_kcal_mol": 1.4,
  "homo_ha": -0.1449,
  "orbital_gap_ha": 0.2385,
  "lumo_energy_ev": 2.55
}

=====

no.,electronic energy (hartree)
1,-5266.13016
2,-2625.04650